{"formula": "C35H66Cl18I2NO3P2", "method": "ωB97M-V with the def2-TZVPD basis set", "elements": ["C", "H", "O", "Cl", "P", "H", "H", "C", "H", "C", "H", "H", "O", "H", "C", "Cl", "Cl", "C", "H", "H", "C", "H", "H", "C", "C", "H", "H", "H", "C", "Cl", "H", "C", "H", "Cl", "H", "Cl", "C", "C", "C", "H", "C", "H", "H", "C", "H", "H", "H", "H", "Cl", "H", "H", "H", "H", "H", "H", "H", "H", "C", "H", "Cl", "C", "H", "H", "H", "H", "H", "O", "C", "H", "H", "C", "H", "H", "C", "H", "I", "C", "C", "H", "H", "C", "Cl", "H", "Cl", "H", "Cl", "H", "H", "N", "H", "H", "C", "I", "Cl", "Cl", "C", "H", "H", "H", "C", "H", "Cl", "C", "H", "H", "H", "H", "H", "C", "C", "Cl", "Cl", "P", "C", "H", "H", "C", "C", "H", "Cl", "H", "H", "H", "C", "C", "Cl", "C"], "xyz": [[-3.31971, 4.38333, -0.32987], [0.62684, -11.03173, 2.68132], [4.60322, 1.01418, -0.17485], [3.24521, 4.29359, 3.21909], [2.69301, 0.06625, -2.40783], [-2.10843, -0.53087, 0.06611], [7.48514, -4.54134, -0.35970], [-1.85367, -5.51670, -0.73373], [-3.14166, -6.08153, -2.37253], [-8.91752, 9.07785, -1.22500], [8.90269, -5.04532, 0.56921], [8.09462, -3.62586, 2.49687], [-1.10232, 2.47715, 4.28479], [-8.79859, 9.05380, -2.30507], [1.34820, 6.43956, -0.10186], [-0.68461, -9.91414, 0.34459], [-4.64892, -0.95389, -3.82522], [-0.47490, -0.68242, 1.45030], [6.32898, 0.17908, -3.16155], [-5.61277, -2.89768, -4.71751], [-1.78310, 1.53442, 3.48039], [-3.72323, -6.84791, 1.88190], [2.91187, 5.16933, -4.64532], [1.02009, -0.60470, -2.50181], [4.08161, 5.01997, 4.62375], [-2.27230, -0.29638, 4.45177], [8.49860, -2.70508, 1.04431], [-3.96475, -5.81486, -0.83046], [0.91292, -9.98969, 2.56705], [-1.10381, -5.87084, 2.53254], [4.63458, 2.17585, -2.42869], [-3.79289, -6.20985, 2.75975], [0.49889, 2.85466, 3.02168], [-9.83505, 10.54744, -0.80820], [0.93290, -2.69141, -1.92385], [6.18486, -2.71038, 1.46794], [-1.59324, -0.83682, 2.50934], [3.79291, -1.12879, -3.27282], [-2.51403, -6.24228, 3.55511], [4.97002, -1.22113, -1.42092], [0.77276, -1.71421, -1.46542], [0.86202, -0.99756, -3.50923], [-4.61951, -6.55690, 3.37671], [-5.98681, -2.11119, -4.06453], [-1.34541, -1.65507, -1.80836], [-2.23686, 4.44670, -0.41912], [0.81939, 5.75957, -2.08047], [6.77785, -1.43578, -3.82875], [-3.55324, -3.79273, -1.96046], [3.20663, -2.03620, -3.39646], [-6.22279, -2.54675, -3.09739], [-0.73639, 0.44373, -0.37939], [-1.84290, -4.80994, 0.08996], [3.44664, 5.81058, 5.01466], [2.35845, 5.13871, -1.46363], [0.31017, 0.21291, -2.35638], [-2.56411, -0.59431, 2.06789], [4.41744, 4.00494, 5.68542], [0.08111, 0.22443, 1.69523], [-0.18264, -9.00611, 3.56936], [-3.85495, 5.68924, 0.19514], [1.05502, -8.48564, 1.03179], [-6.93110, -0.92605, -5.59797], [-2.36553, -7.24025, 3.96425], [5.03730, 4.47328, 6.44791], [-0.54413, -0.09386, 4.30922], [2.12555, 1.35401, 0.24682], [-1.48440, 0.03943, 3.77341], [-1.62270, -1.88656, 2.80675], [0.91392, 3.82197, -5.10207], [1.59934, 2.13668, -3.94844], [-9.52434, 8.22640, -0.92161], [-3.50609, 6.50696, -0.43375], [3.78991, 2.53416, -3.00964], [-2.83923, 1.70073, 3.69124], [4.16258, -0.49721, -5.29151], [5.07160, -1.47073, -2.47238], [-1.01823, -0.54401, 0.00762], [7.12877, -1.02549, -2.17419], [1.45013, -1.66882, -0.61018], [7.87113, -4.70535, 0.64261], [-7.97775, -0.30383, -3.58285], [-1.63554, 1.72152, 2.40782], [-6.45242, 10.26121, -1.12370], [1.75968, 6.03714, 0.82080], [6.93164, -6.02643, 1.37865], [0.23029, -1.50951, 1.56960], [4.95842, 3.15923, 5.26783], [3.90051, 3.75685, -3.52008], [0.72050, 1.53866, -4.14413], [1.64602, -10.08561, 0.56300], [-7.58507, 9.01926, -0.52488], [5.27836, -3.61957, -2.46156], [0.52762, 3.90096, -0.65503], [-5.63721, 5.74147, 0.17595], [-7.19355, -1.45963, -4.68821], [-2.52594, -5.52818, 4.37405], [-3.52728, 5.87252, 1.21510], [0.88789, 1.82621, 4.40850], [-0.66935, -1.69598, -0.95133], [1.91794, -9.85855, 2.96384], [-4.20146, -4.56441, 2.20172], [-3.16098, -5.46580, -1.47697], [-3.73925, 4.14482, -1.30444], [-7.11585, 8.05420, -0.70399], [-7.93191, -2.22172, -4.93111], [-7.69371, 9.15775, 0.54757], [0.57692, 3.53338, 4.66350], [1.70347, 3.41144, -4.48882], [7.81668, -3.44326, 1.46255], [-3.67716, 3.02375, 0.76711], [2.97010, 3.37486, 6.50589], [3.18201, 0.22034, -0.20651], [0.87923, -9.55448, 1.12407], [1.95339, 7.28821, -0.41602], [5.00045, 5.46571, 4.24629], [2.67905, 1.69523, -3.17541], [2.85105, 4.16679, -4.23755], [5.28854, 0.39872, 0.11808], [-0.47418, -5.12535, -1.80115], [1.52672, 1.58429, -0.48209], [-0.82132, -2.63169, -0.41468], [-1.68085, -6.51460, -0.33554], [0.27109, 2.67048, 4.07718], [1.33737, 5.40348, -1.19359], [-0.28492, 7.05482, 0.24494], [6.39273, -0.89326, -2.97008]], "atomic_forces_ev_per_a": [[0.0586, 0.0269, -0.0904], [-0.0663, 0.0126, -0.0256], [-0.2457, 0.2585, -0.5426], [0.0187, -0.0138, 0.0083], [-0.2933, 0.7607, -0.7414], [0.0177, 0.1563, -0.0657], [-0.0342, 0.0080, 0.0047], [-0.1046, -0.0398, 0.0313], [0.0360, 0.0586, -0.0404], [-0.0354, -0.0633, -0.0229], [0.0106, 0.0142, 0.0531], [-0.0806, -0.0193, 0.0211], [-0.3938, -0.0328, 0.2231], [0.0153, 0.0584, -0.0034], [0.0665, 0.0303, 0.0707], [-0.0238, 0.0466, 0.0002], [0.0517, 0.0460, 0.0296], [-0.2743, 0.5852, 0.2667], [-0.0752, -0.0092, -0.1770], [0.0151, 0.0304, -0.0294], [0.3537, -0.5000, 0.0037], [0.0261, 0.0022, -0.0048], [0.0934, 0.0073, -0.0176], [-0.0080, -0.1722, 0.1982], [0.1071, 0.1415, 0.0017], [0.1858, -0.1207, 0.1450], [-0.0287, 0.0074, -0.0346], [0.0136, 0.0754, 0.0582], [0.0419, -0.0465, -0.0472], [0.1148, 0.1569, 0.0817], [0.0272, 0.1005, 0.0344], [-0.0654, -0.0824, 0.0360], [-0.0340, 0.0730, -0.1142], [0.0032, 0.0126, -0.0172], [0.1845, 0.0630, -0.0550], [-0.0773, 0.1016, -0.0521], [0.1631, 0.0121, 0.2493], [0.3940, 0.0633, 0.2033], [-0.0409, -0.0359, 0.0714], [-0.2631, -0.1020, 0.0207], [-0.3351, -0.3718, 0.1272], [0.0072, 0.1459, -0.0828], [-0.0013, 0.0476, 0.0281], [-0.0356, -0.1404, -0.0178], [-0.0474, -0.2515, 0.0139], [0.0093, 0.0373, 0.0648], [-0.0878, -0.0340, 0.0319], [-0.1391, 0.2301, -0.2267], [-0.0954, -0.0268, -0.0694], [-0.2113, 0.1167, 0.0601], [0.0128, 0.0617, 0.0346], [0.0101, -0.0878, -0.2331], [-0.0151, 0.0313, -0.0134], [-0.0696, -0.0545, -0.0091], [0.0120, -0.0358, 0.0655], [0.0621, 0.0910, 0.0518], [0.0122, -0.1418, -0.1181], [0.0684, -0.0375, 0.0116], [0.1520, 0.0175, 0.0111], [0.0202, -0.1376, 0.1459], [0.0738, 0.1319, -0.0092], [-0.0473, 0.0130, 0.0231], [0.0186, 0.0386, 0.0241], [0.0231, -0.0300, -0.0716], [-0.0139, 0.0425, -0.0112], [0.1702, 0.0592, -0.1677], [0.2023, -0.3425, -0.9624], [-0.3180, 0.1535, -0.1059], [-0.2454, -0.0090, 0.0524], [-0.0080, 0.0158, 0.0089], [0.4728, 0.5431, 0.0048], [0.0108, 0.0036, 0.0410], [-0.0078, -0.0264, -0.0380], [0.0787, -0.2323, 0.1443], [0.0004, 0.1416, -0.1167], [-0.1598, -0.1740, 0.0751], [0.4533, -0.3385, -0.5020], [-0.0014, -0.4237, 0.1836], [0.0162, -0.0186, -0.0140], [0.0501, 0.0895, 0.0021], [0.0298, -0.0472, -0.0435], [0.0118, 0.0186, -0.0050], [0.2186, 0.2432, 0.0342], [0.0111, 0.0106, 0.0106], [-0.0330, -0.0184, 0.0221], [-0.0326, 0.0187, -0.0233], [0.0138, -0.0348, -0.2248], [-0.0384, -0.0076, -0.0183], [-0.6004, -0.3797, -0.0543], [0.0211, -0.0891, 0.0706], [-0.0261, -0.0467, 0.0054], [0.0283, -0.0900, 0.0389], [-0.0774, 0.0070, 0.0864], [-0.1728, -0.0566, -0.0722], [-0.0252, -0.0386, 0.0244], [-0.0375, -0.0127, -0.0511], [-0.0182, 0.0589, -0.0472], [-0.0368, -0.0532, 0.0282], [-0.0991, -0.1079, -0.0020], [0.2380, 0.5853, 0.2242], [-0.0048, 0.0554, -0.0014], [0.0302, 0.0009, -0.0720], [-0.0281, -0.0359, 0.0187], [-0.0736, -0.0169, 0.0380], [-0.0157, -0.0051, -0.0406], [0.0075, -0.0227, 0.0368], [-0.0080, 0.0698, -0.0057], [-0.0963, 0.0491, -0.0423], [0.1901, -0.1577, 0.1754], [0.1802, 0.0381, 0.0077], [0.0083, -0.0371, -0.0517], [-0.0215, -0.0214, -0.0085], [0.3133, -1.0285, 1.4494], [0.1116, 0.0162, -0.0382], [-0.0189, -0.0012, -0.0392], [0.0022, -0.0351, -0.0153], [-0.0466, -0.0033, -0.1233], [-0.1935, 0.0969, -0.1513], [0.1134, 0.0976, 0.2253], [0.1103, -0.0978, -0.0472], [-0.1125, 0.6479, 0.3928], [-0.2325, -0.0666, -0.1246], [0.0303, -0.0261, -0.0655], [0.1151, -0.3003, -0.2338], [0.2119, 0.0723, -0.1054], [-0.0602, -0.0143, 0.0129], [0.1613, -0.0025, 0.6383]], "max_force_ev_per_a": 1.805, "orbital_gap_ev": 7.667, "e_tot_ev": -305177.702, "total_charge": 1, "lumo_energy_ev": -3.17}